No. 1
86
Properties=species:S:1:pos:R:3:mulliken_charge:R:1 method="wB97M-V/def2-TZVPD" largest_force_ev_per_a=2.3 charge=0 lumo_ev=-0.26
Pd 0.270 1.888 -1.446 0.373
I 0.330 6.969 -1.609 0.015
C 1.932 5.609 -1.543 -0.434
C 3.239 6.006 -1.380 -0.312
C 4.241 5.050 -1.314 -0.197
I 6.214 5.735 -0.955 0.022
C 3.977 3.671 -1.452 1.277
C 4.932 2.640 -1.442 -0.730
C 4.511 1.319 -1.614 -0.843
C 3.178 1.027 -1.776 -0.325
N 2.228 1.984 -1.769 -0.098
C 2.617 3.294 -1.611 -0.727
C 1.573 4.253 -1.627 0.951
O 0.334 3.883 -1.716 -0.791
H 3.480 7.055 -1.304 0.376
H 5.980 2.865 -1.334 0.230
H 5.236 0.520 -1.626 0.447
H 2.816 0.020 -1.937 0.406
N -2.313 1.988 -3.279 -0.342
C -2.547 2.345 -1.988 -0.103
N -1.673 2.192 -1.036 1.274
C -2.115 2.625 0.191 -0.712
C -3.422 3.040 0.173 -0.387
S -4.087 2.935 -1.429 -0.311
C -1.175 2.728 1.285 -0.147
C -1.451 3.066 2.585 -0.502
S 0.007 3.238 3.506 -0.272
C 0.907 2.816 2.051 -0.238
N 0.167 2.574 1.023 0.693
N 2.259 2.658 2.062 -0.194
H -1.314 1.850 -3.487 0.197
H -2.864 2.438 -3.992 0.261
H -4.015 3.446 0.963 0.508
H -2.398 3.251 3.044 0.501
H 2.790 3.149 2.765 0.257
H 2.684 2.644 1.144 0.066
N 0.222 -0.060 -1.363 -1.239
P -0.343 -0.956 -0.228 -0.003
N -1.987 -0.842 0.205 0.945
C -2.849 -0.626 -0.938 -0.564
C -3.900 -1.725 -1.070 -0.843
C -4.765 -1.692 0.186 -0.852
C -3.875 -1.893 1.408 -0.763
C -2.726 -0.877 1.444 -0.616
N -0.155 -2.574 -0.698 1.076
C -0.764 -3.589 0.131 0.154
C -0.077 -4.937 -0.072 -1.066
C -0.166 -5.317 -1.546 -0.747
C 0.518 -4.229 -2.368 -0.816
C -0.161 -2.885 -2.109 -0.614
N 0.545 -0.997 1.203 0.782
C 0.388 -0.434 2.520 -0.165
C 0.649 -1.548 3.541 -1.132
C 2.079 -2.062 3.376 -0.915
C 2.356 -2.454 1.926 -0.398
C 1.935 -1.337 0.971 -0.973
H -2.220 -0.560 -1.832 0.667
H -3.403 0.314 -0.820 -0.343
H -3.422 -2.701 -1.168 0.212
H -4.503 -1.546 -1.962 0.366
H -5.541 -2.460 0.155 0.473
H -5.256 -0.718 0.253 0.273
H -3.469 -2.906 1.396 0.248
H -4.457 -1.774 2.324 0.449
H -2.061 -1.152 2.257 0.075
H -3.146 0.122 1.647 0.442
H -1.829 -3.716 -0.114 -0.145
H -0.687 -3.259 1.169 0.032
H -0.558 -5.692 0.554 0.396
H 0.974 -4.872 0.216 0.249
H -1.216 -5.396 -1.840 0.311
H 0.304 -6.285 -1.724 0.400
H 0.465 -4.458 -3.434 0.377
H 1.570 -4.172 -2.081 0.293
H -1.188 -2.932 -2.502 0.182
H 0.362 -2.068 -2.612 0.331
H -0.597 0.010 2.641 0.342
H 1.132 0.359 2.676 0.162
H -0.056 -2.366 3.374 0.275
H 0.502 -1.171 4.554 0.405
H 2.242 -2.923 4.028 0.528
H 2.778 -1.278 3.675 0.287
H 1.800 -3.359 1.680 -0.095
H 3.417 -2.665 1.790 0.415
H 2.040 -1.657 -0.067 0.474
H 2.571 -0.453 1.126 0.484

***

No. 2
104
Properties=species:S:1:pos:R:3:mulliken_charge:R:1 method="wB97M-V/def2-TZVPD" largest_force_ev_per_a=2.8 charge=0 lumo_ev=-6.25
C 2.246 1.894 1.719 0.373
C 1.833 2.292 0.664 -0.752
C 1.235 2.717 -0.579 -0.923
C 0.858 1.392 -1.238 0.433
C -0.083 1.555 -2.418 -1.109
B -0.945 0.224 -2.730 0.423
S -1.138 0.279 -4.696 1.065
O 0.157 0.065 -5.270 -0.691
O -2.238 -0.465 -5.247 -0.543
F -1.484 1.823 -5.027 -0.311
O -2.216 0.154 -1.994 0.167
C -1.950 -0.806 -0.987 0.219
P -3.382 -1.221 0.052 0.564
O -2.906 -1.222 1.500 -0.678
O -3.971 -2.625 -0.284 -0.394
O -4.524 -0.142 -0.055 -0.306
C -1.183 -1.886 -1.805 1.824
S -2.301 -2.782 -2.939 -0.265
C -0.541 -3.057 -1.030 -1.900
C 0.949 -2.997 -0.915 -0.069
C 1.570 -1.974 -0.228 0.108
C 2.951 -1.906 -0.136 -2.284
C 3.720 -2.892 -0.759 -0.287
C 3.096 -3.915 -1.430 -0.493
C 1.720 -3.980 -1.508 -0.580
O -0.281 -1.051 -2.454 -0.646
H 2.650 1.491 2.610 0.788
H 1.967 3.260 -1.175 0.417
H 0.357 3.317 -0.377 0.537
H 0.482 0.772 -0.437 0.099
H 1.815 0.991 -1.520 -0.665
H 0.523 1.739 -3.309 0.486
H -0.703 2.435 -2.294 0.406
H -1.280 -0.324 -0.267 -0.476
H -3.510 -3.273 0.270 0.391
H -4.311 0.528 0.612 0.398
H -3.057 -1.770 -3.377 -0.004
H -0.843 -3.995 -1.477 1.077
H -0.961 -3.042 -0.022 0.289
H 0.970 -1.217 0.253 0.399
H 3.415 -1.085 0.408 1.530
H 4.794 -2.834 -0.675 0.601
H 3.668 -4.703 -1.897 0.494
H 1.229 -4.785 -2.025 0.461
Ca 3.354 0.276 -1.960 1.406
Cl -4.739 -2.254 2.378 -0.087
C -7.145 -0.276 -7.223 -1.487
C -6.132 -0.728 -6.189 0.568
N -6.447 -0.278 -4.842 0.349
C -5.525 0.199 -3.937 0.513
C -6.211 0.504 -2.807 -0.326
N -7.529 0.200 -3.039 0.165
C -7.656 -0.294 -4.267 -0.370
C -8.632 0.378 -2.094 -0.867
H -7.234 0.810 -7.224 0.361
H -6.834 -0.602 -8.212 0.416
H -8.134 -0.696 -7.029 0.378
H -5.143 -0.348 -6.444 0.302
H -6.071 -1.840 -6.184 -0.227
H -4.484 0.256 -4.202 -0.905
H -5.901 0.905 -1.860 0.637
H -8.572 -0.634 -4.714 0.386
H -9.101 -0.584 -1.902 0.377
H -9.360 1.067 -2.514 0.359
H -8.245 0.783 -1.166 0.307
O 0.552 1.953 3.798 -0.589
C 0.802 2.446 4.872 0.908
O 2.016 2.958 4.943 -0.283
C 2.634 3.769 5.944 -0.390
C 3.210 2.948 7.072 -1.032
C -0.117 2.423 6.062 -1.248
H 1.956 4.551 6.302 0.317
H 3.436 4.265 5.408 0.309
H 2.435 2.413 7.625 0.351
H 3.750 3.586 7.769 0.424
H 3.895 2.195 6.689 0.251
H -0.019 1.460 6.559 0.288
H -1.139 2.540 5.708 0.351
H 0.077 3.220 6.777 0.373
O 3.194 -6.371 -3.801 -0.485
P 2.086 -7.411 -3.649 0.856
O 0.749 -6.674 -3.603 -0.409
O 2.244 -8.197 -2.354 -0.455
O 2.158 -8.403 -4.799 -0.502
Mg -6.159 -2.973 -4.815 0.043
C 7.709 1.837 3.682 -0.450
C 7.119 2.514 4.657 -0.325
C 5.921 3.351 4.404 0.555
O 5.394 3.964 5.313 -0.599
C 5.391 3.391 3.003 -0.226
C 5.983 2.709 2.022 -0.290
C 7.198 1.874 2.286 0.410
O 7.741 1.254 1.399 -0.621
H 8.583 1.222 3.852 0.419
H 7.477 2.481 5.677 0.348
H 4.505 3.990 2.833 0.450
H 5.606 2.735 0.991 0.308
Be -4.047 2.604 -4.485 0.091
F 3.902 2.465 0.605 -0.597
F 6.739 0.196 6.664 -0.334
Al 6.223 -0.187 8.246 0.496
F 6.047 -1.854 8.385 -0.386
F 4.736 0.572 8.529 -0.367
F 7.363 0.368 9.352 -0.386